[1]
The following is a quantum chemistry calculation of a structure of composition C34H31KN4O6PS, from the Open Molecules 2025 dataset.

The geometry in ORCA input format:
```
! wB97M-V def2-TZVPD RIJCOSX def2/J DEFGRID3
* xyz -1 1
K -1.821 0.935 0.028
O -2.257 3.036 5.959
C -2.254 4.084 5.162
O -2.162 5.219 5.586
C -2.362 3.831 3.700
C -2.368 4.848 2.764
N -2.461 4.275 1.557
N -2.499 2.945 1.636
C -2.437 2.643 2.924
C -2.395 1.177 3.312
O -2.332 0.916 4.539
O -2.394 0.357 2.372
H -2.399 2.162 5.433
H -2.315 5.914 2.905
H -2.421 4.653 0.608
O -2.254 3.995 -1.106
N -1.924 4.415 -2.296
C -2.139 5.718 -2.598
C -1.830 6.257 -3.818
C -1.272 5.419 -4.785
C -1.060 4.100 -4.477
C -1.380 3.545 -3.219
S -1.115 1.909 -2.839
H -2.578 6.273 -1.783
H -2.023 7.304 -4.000
H -1.010 5.800 -5.764
H -0.630 3.420 -5.199
C 0.548 -2.242 -5.495
C 0.189 -2.023 -4.030
C -1.295 -2.278 -3.788
C 1.087 -2.866 -3.116
C 0.790 -4.376 -3.124
O 0.105 -4.607 -1.877
C 0.290 -3.469 -1.148
N 0.864 -2.497 -1.717
C -0.264 -3.455 0.213
C -1.059 -4.532 0.600
C -1.724 -4.520 1.814
C -1.608 -3.415 2.640
C -0.787 -2.355 2.282
C -0.075 -2.356 1.082
P 0.957 -0.887 0.657
C 1.229 -0.131 2.313
C 1.816 -0.779 3.400
C 1.975 -0.126 4.610
C 1.556 1.192 4.751
C 0.995 1.857 3.676
C 0.834 1.196 2.464
C 2.629 -1.600 0.409
C 3.020 -2.848 0.883
C 4.314 -3.308 0.677
C 5.234 -2.522 -0.002
C 4.852 -1.275 -0.478
C 3.557 -0.822 -0.278
H -0.050 -1.589 -6.133
H 0.354 -3.274 -5.806
H 1.602 -2.026 -5.685
H 0.391 -0.978 -3.778
H -1.588 -3.284 -4.100
H -1.891 -1.556 -4.347
H -1.550 -2.162 -2.732
H 2.130 -2.670 -3.377
H 1.698 -4.981 -3.129
H 0.136 -4.696 -3.933
H -1.169 -5.366 -0.079
H -2.348 -5.358 2.097
H -2.155 -3.362 3.572
H -0.737 -1.501 2.941
H 2.142 -1.807 3.297
H 2.419 -0.646 5.450
H 1.657 1.695 5.705
H 0.658 2.881 3.782
H 0.393 1.724 1.626
H 2.306 -3.474 1.406
H 4.603 -4.284 1.049
H 6.243 -2.881 -0.162
H 5.562 -0.657 -1.014
H 3.253 0.143 -0.669
*
```

Values from the calculation:
strongest force on any atom = 0.7 eV Å⁻¹
relative energy (zero: lowest compared OMol25 entry of this formula, charge and spin) = 9.09 kcal per mole
highest occupied orbital energy = -4.70 eV
lowest unoccupied orbital energy = 2.26 eV
HOMO-LUMO gap = 6.964 eV
DFT total energy = -90460.010 eV

[2]
The following is a quantum chemistry calculation of a cluster of 7 separate species, C29H78N8O9 in total, from the Open Molecules 2025 dataset.

The geometry in ORCA input format:
```
! wB97M-V def2-TZVPD RIJCOSX def2/J DEFGRID3
* xyz 0 1
C -0.493 -2.701 -0.571
O 0.340 -1.625 -0.873
C 0.683 -0.827 0.247
C 1.703 0.206 -0.188
C 2.194 1.067 0.980
N 1.166 1.064 -1.289
H -0.123 -3.232 0.318
H -0.312 -3.433 -1.365
H -1.565 -2.511 -0.507
H -0.236 -0.332 0.590
H 1.204 -1.426 1.015
H 2.599 -0.318 -0.549
H 3.009 0.569 1.505
H 1.406 1.552 1.550
H 2.743 1.907 0.521
H 0.430 0.536 -1.765
H 0.606 1.856 -0.950
C -6.557 -2.703 -5.339
O -5.395 -3.499 -5.449
C -5.560 -4.830 -5.045
C -4.234 -5.449 -4.709
C -4.401 -6.805 -4.029
N -3.506 -4.585 -3.764
H -7.398 -3.210 -5.837
H -6.445 -1.733 -5.814
H -6.790 -2.587 -4.272
H -6.341 -4.905 -4.274
H -5.973 -5.411 -5.889
H -3.700 -5.662 -5.644
H -5.048 -6.718 -3.157
H -3.419 -7.162 -3.722
H -4.821 -7.572 -4.692
H -2.509 -4.541 -3.909
H -3.909 -3.660 -3.835
C -0.672 4.678 3.938
O -0.656 3.270 3.965
C 0.615 2.711 4.320
C 0.436 1.186 4.287
C -0.280 0.642 5.527
N 1.870 0.711 4.424
H 0.108 5.137 4.558
H -1.618 5.119 4.254
H -0.479 5.005 2.904
H 1.371 3.029 3.595
H 0.901 3.023 5.335
H 0.111 0.885 3.296
H -1.315 1.002 5.523
H 0.105 1.100 6.439
H -0.211 -0.441 5.516
H 2.163 1.126 5.308
H 2.013 -0.295 4.503
C 0.795 -1.887 -4.610
O -0.568 -1.591 -4.633
C -0.884 -0.244 -4.369
C -2.301 -0.123 -3.873
C -3.239 -1.081 -4.593
N -2.835 1.249 -3.943
H 1.221 -2.059 -3.616
H 1.449 -1.161 -5.121
H 0.912 -2.784 -5.227
H -0.149 0.224 -3.697
H -0.781 0.372 -5.286
H -2.308 -0.391 -2.800
H -3.016 -2.116 -4.388
H -3.102 -0.963 -5.678
H -4.277 -0.777 -4.450
H -3.719 1.210 -3.450
H -2.245 1.896 -3.433
C 7.797 2.332 1.897
O 7.933 1.101 2.563
C 7.109 0.985 3.703
C 5.619 0.968 3.389
N 4.837 0.137 4.268
C 5.046 -1.278 3.938
C 4.336 -2.185 4.913
O 2.954 -2.194 4.584
C 2.160 -3.007 5.399
H 8.389 3.120 2.396
H 6.769 2.645 1.730
H 8.336 2.274 0.945
H 7.359 1.725 4.477
H 7.443 0.038 4.133
H 5.501 0.582 2.353
H 5.308 2.007 3.250
H 3.846 0.364 4.136
H 6.119 -1.455 4.006
H 4.683 -1.535 2.926
H 4.519 -1.747 5.907
H 4.688 -3.223 4.903
H 1.159 -2.978 4.959
H 1.994 -2.532 6.381
H 2.517 -4.029 5.519
C 0.036 3.915 -0.137
O -1.197 3.285 0.037
C -2.171 3.945 -0.741
C -3.600 3.485 -0.558
N -3.896 2.125 -1.084
C -3.125 1.031 -0.472
C -3.355 0.924 1.018
O -4.746 1.107 1.190
C -5.147 1.060 2.552
H 0.413 3.714 -1.152
H 0.835 3.650 0.554
H 0.009 5.017 -0.039
H -1.919 3.802 -1.806
H -2.053 5.016 -0.535
H -4.126 4.172 -1.227
H -3.926 3.586 0.484
H -4.841 1.945 -0.743
H -2.093 1.133 -0.791
H -3.509 0.115 -0.935
H -2.760 1.668 1.551
H -3.067 -0.087 1.339
H -4.683 1.883 3.108
H -4.892 0.117 3.053
H -6.236 1.119 2.557
N 3.299 1.839 -3.416
C 4.687 1.627 -3.302
N 5.101 0.819 -2.232
O 5.498 2.173 -4.034
H 2.802 1.188 -2.819
H 3.002 2.112 -4.331
H 4.400 0.630 -1.541
H 6.079 0.782 -2.038
*
```

Values from the calculation:
strongest force on any atom = 3.2 eV Å⁻¹
relative energy (zero: lowest compared OMol25 entry of this formula, charge and spin) = 22.24 kcal per mole
highest occupied orbital energy = -8.73 eV
lowest unoccupied orbital energy = 0.47 eV
SMILES = COC[C@H](C)N.COC[C@H](C)N.COC[C@H](C)N.COC[C@H](C)N.COCCNCCOC.COCCNCCOC.NC(N)=O
HOMO-LUMO gap = 9.197 eV
DFT total energy = -61681.270 eV

[3]
The following is a quantum chemistry calculation of a structure of composition C14H39AlF2ILiN3NbO10, from the Open Molecules 2025 dataset.

The geometry in ORCA input format:
```
! wB97M-V def2-TZVPD RIJCOSX def2/J DEFGRID3
* xyz 0 1
N 3.546 -0.034 5.178
C 2.557 -0.373 4.671
O 1.418 -0.979 4.543
Nb -0.248 0.108 5.046
I 1.121 2.548 4.703
H 0.239 0.123 6.924
H -1.745 1.105 5.413
H -0.759 0.083 3.288
H -1.247 -1.391 5.340
C 0.415 -0.550 0.064
C -0.337 -1.830 0.424
C -0.791 -2.650 -0.790
O -1.913 -2.121 -1.475
C -1.625 -1.056 -2.359
N -1.462 -1.482 1.300
H -0.256 0.247 -0.258
H 0.958 -0.176 0.934
H 1.142 -0.729 -0.730
H 0.353 -2.460 0.993
H -1.103 -3.628 -0.437
H 0.038 -2.821 -1.486
H -0.651 -1.176 -2.843
H -1.671 -0.095 -1.837
H -2.395 -1.046 -3.130
H -1.897 -2.337 1.634
H -2.180 -1.053 0.722
Al -0.856 3.059 6.287
N 2.037 0.637 8.938
O 2.895 0.495 9.781
O 1.748 1.727 8.451
O 1.410 -0.420 8.554
C -1.618 -7.731 -1.116
C -0.277 -7.116 -0.746
C 0.409 -7.908 0.356
O -0.466 -5.762 -0.324
H -2.291 -7.731 -0.254
H -2.100 -7.150 -1.902
H -1.500 -8.757 -1.464
H 0.366 -7.081 -1.626
H -0.203 -7.914 1.263
H 1.365 -7.453 0.616
H 0.586 -8.940 0.051
H -1.032 -5.776 0.455
C -1.881 5.297 -5.784
O -0.828 5.180 -4.829
C -1.232 5.551 -3.571
C -0.478 4.810 -2.491
O -0.892 3.460 -2.368
C -0.487 2.568 -3.427
C 0.984 2.240 -3.414
O 1.745 3.320 -3.924
C 3.039 3.386 -3.372
H -2.152 6.352 -5.940
H -1.548 4.845 -6.731
H -2.758 4.724 -5.449
H -2.316 5.312 -3.472
H -1.077 6.637 -3.454
H -0.717 5.278 -1.528
H 0.599 4.899 -2.627
H -0.814 2.937 -4.399
H -1.035 1.642 -3.244
H 1.159 1.370 -4.059
H 1.299 1.998 -2.390
H 2.996 3.444 -2.276
H 3.515 4.290 -3.746
H 3.639 2.519 -3.669
F -1.280 -1.886 7.006
Li -4.043 5.192 -2.635
O 4.465 3.261 5.472
H 4.516 2.307 5.325
H 5.381 3.553 5.438
F -1.776 3.105 -7.595
*
```

Values from the calculation:
strongest force on any atom = 3.5 eV Å⁻¹
highest occupied orbital energy = -6.41 eV
lowest unoccupied orbital energy = -5.20 eV
HOMO-LUMO gap = 1.214 eV
DFT total energy = -61962.838 eV